C7H12O4 as an isolated structure, computed with the ωB97M-V functional and the def2-TZVPD basis.

```
! RIJCOSX wB97M-V def2-TZVPD def2/J DEFGRID3
* xyz 0 1
C -2.87271 -0.25049 0.60048
C -1.20172 0.19436 -0.48474
C 0.09862 -0.47903 -0.20168
C -0.15850 0.96431 0.25623
C 0.16497 -1.56283 0.85446
C 1.03988 -0.70392 -1.36878
C 0.57073 2.13410 -0.38227
O -3.86658 -0.12348 -0.02948
O -1.67491 0.47912 -1.73654
O -0.39844 1.18822 1.62469
O -0.03085 3.35638 -0.03484
H -2.73342 -0.50849 1.64338
H 1.20345 -1.77909 1.10176
H -0.29810 -2.47535 0.47987
H -0.35480 -1.25937 1.75998
H 2.04977 -0.37982 -1.11780
H 0.70146 -0.15493 -2.24262
H 1.06639 -1.76253 -1.61904
H 0.54830 2.05518 -1.47004
H 1.62364 2.13298 -0.04554
H -2.63630 0.61068 -1.66835
H 0.44648 1.14562 2.09094
H -0.46311 3.23305 0.82118
*
```

Results
LUMO energy: 0.51 eV
energy relative to the best compared isomer or geometry (same formula, charge and spin): 50.8 kcal per mole
HOMO: -8.8 eV
gap between HOMO and LUMO: 0.344 hartree
total energy: -574.7774 hartree
F_max: 4.4 eV Å⁻¹